1.
A structure of composition C52H44IN7O2P2SSr. Source: the Open Molecules 2025 dataset; level of theory: ωB97M-V/def2-TZVPD.

The HOMO energy (spin up / spin down) is -0.306 / -2.032 eV. As for the spin multiplicity: 1. The value obtained for the lowest unoccupied orbital energy (spin up / spin down) is 0.1340 / 0.1340 Eh. The relative energy (zero: lowest compared OMol25 entry of this formula, charge and spin) comes out at 2.766 eV. The total charge is -2. The largest force on an atom is 8.30 eV/A. As for the HOMO-LUMO gap (spin up / spin down): 3.9532 / 5.6793 eV.

```
110
Properties=species:S:1:pos:R:3:lowdin_charge:R:1
Sr -0.206 -1.580 -0.333 1.155
N -6.972 1.732 -1.626 0.076
C -5.622 1.371 -1.748 -0.327
C -4.734 1.606 -0.704 -0.017
C -3.404 1.248 -0.827 -0.053
C -2.949 0.703 -2.003 -0.297
C -3.806 0.507 -3.067 -0.071
C -5.138 0.835 -2.939 -0.042
S -1.242 0.258 -2.128 0.593
O -0.784 1.048 -3.254 -0.323
O -0.555 0.580 -0.852 -0.496
N -0.902 -1.330 -2.448 -0.269
C -1.803 -2.431 -2.189 -0.503
N -3.045 -2.424 -2.689 0.138
C -3.811 -3.447 -2.407 -0.137
C -3.365 -4.547 -1.695 -0.050
C -2.047 -4.504 -1.280 -0.132
N -1.250 -3.482 -1.498 0.026
H -7.299 1.748 -0.668 0.082
H -7.596 1.191 -2.219 0.081
H -5.092 2.023 0.228 0.113
H -2.718 1.388 -0.005 0.116
H -3.422 0.105 -4.006 0.121
H -5.819 0.656 -3.761 0.102
H -4.829 -3.394 -2.777 0.107
H -4.003 -5.390 -1.481 0.093
H -1.602 -5.319 -0.728 0.114
N -4.221 -0.578 9.934 0.088
C -3.719 -0.620 8.896 -0.240
C -3.102 -0.669 7.610 -0.280
C -1.822 -1.215 7.448 -0.062
C -1.226 -1.251 6.218 -0.044
C -1.872 -0.761 5.049 -0.173
C -3.183 -0.235 5.244 -0.045
C -3.768 -0.181 6.479 -0.064
C -1.264 -0.797 3.758 -0.054
C -2.128 -1.070 2.593 -0.281
C -3.435 -1.583 2.501 -0.073
C -3.702 -1.781 1.119 -0.097
C -2.536 -1.359 0.496 -0.360
N -1.595 -0.937 1.368 -0.114
C 0.142 -0.556 3.605 -0.281
C 0.966 0.064 4.582 -0.102
C 2.226 0.180 4.018 -0.141
C 2.112 -0.374 2.729 -0.248
N 0.894 -0.828 2.466 0.034
H -1.310 -1.624 8.310 0.105
H -0.244 -1.687 6.106 0.108
H -3.706 0.157 4.386 0.099
H -4.758 0.246 6.593 0.105
H -4.085 -1.831 3.323 0.079
H -4.613 -2.145 0.656 0.077
H -2.290 -1.352 -0.570 0.005
H 0.653 0.406 5.550 0.082
H 3.108 0.607 4.461 0.060
H 2.903 -0.504 2.001 0.037
I 2.852 -2.719 -0.269 -0.172
C 0.140 -4.035 1.650 -0.005
H 0.628 -4.746 1.000 -0.046
H -0.925 -4.100 1.784 -0.015
H 0.722 -3.545 2.416 -0.020
C 1.797 5.526 -1.377 -0.531
P 0.857 3.934 -1.717 1.056
C 2.269 2.767 -1.823 -0.396
C 3.138 3.177 -2.834 -0.204
C 4.273 2.469 -3.183 -0.107
C 4.577 1.312 -2.495 -0.093
C 3.711 0.871 -1.508 -0.100
C 2.552 1.564 -1.181 -0.077
C 0.086 3.780 -0.066 -0.392
C 0.656 3.273 1.098 -0.077
C -0.050 3.282 2.284 -0.061
C -1.340 3.788 2.332 -0.080
C -1.922 4.292 1.179 -0.105
C -1.212 4.280 -0.011 -0.138
P 3.564 5.517 -0.869 1.046
C 3.861 7.332 -0.651 -0.376
C 4.907 7.738 0.181 -0.112
C 5.285 9.061 0.267 -0.102
C 4.633 10.025 -0.492 -0.114
C 3.599 9.641 -1.326 -0.104
C 3.221 8.309 -1.405 -0.105
C 3.435 5.004 0.879 -0.406
C 4.096 3.840 1.252 -0.112
C 4.019 3.369 2.555 -0.078
C 3.292 4.072 3.498 -0.087
C 2.646 5.248 3.140 -0.092
C 2.716 5.708 1.841 -0.105
H 1.188 6.053 -0.635 0.046
H 1.768 6.105 -2.305 0.015
H 2.905 4.084 -3.387 0.083
H 4.904 2.821 -3.990 0.094
H 5.463 0.741 -2.734 0.095
H 3.913 -0.052 -0.980 0.006
H 1.975 1.044 -0.425 0.091
H 1.665 2.870 1.088 0.092
H 0.404 2.859 3.177 0.106
H -1.893 3.766 3.260 0.098
H -2.934 4.671 1.198 0.092
H -1.672 4.656 -0.918 0.089
H 5.430 6.997 0.774 0.104
H 6.094 9.344 0.925 0.096
H 4.928 11.063 -0.428 0.091
H 3.079 10.378 -1.922 0.094
H 2.408 8.039 -2.061 0.083
H 4.648 3.286 0.508 0.097
H 4.510 2.448 2.824 0.103
H 3.217 3.700 4.509 0.102
H 2.074 5.796 3.876 0.102
H 2.202 6.621 1.567 0.109
```


2.
A structure of composition C38H37CuN5Si. Source: the Open Molecules 2025 dataset; level of theory: ωB97M-V/def2-TZVPD.

The HOMO energy is -0.943 eV. As for the spin multiplicity: 1. The value obtained for the lowest unoccupied orbital energy is 0.0663 Eh. The relative energy (zero: lowest compared OMol25 entry of this formula, charge and spin) comes out at 1.743 eV. The total charge is -1. The largest force on an atom is 3.55 eV/A. As for the HOMO-LUMO gap: 2.7467 eV.

```
82
Properties=species:S:1:pos:R:3:lowdin_charge:R:1
Cu 0.324 0.853 0.836 0.387
C -0.828 -3.057 3.081 -0.150
N -0.714 -1.593 3.085 -0.008
C -1.886 -0.877 3.481 -0.179
C -2.185 0.296 2.635 -0.251
N -1.377 1.048 1.858 0.086
C -2.183 2.055 1.285 -0.155
C -1.910 3.289 0.590 0.000
C -3.023 4.075 0.190 -0.072
C -4.336 3.721 0.613 -0.110
C -4.604 2.673 1.453 -0.052
C -3.555 1.839 1.782 -0.195
N -3.446 0.796 2.622 0.130
C -1.630 -3.651 2.010 -0.287
N -1.105 -3.874 0.781 0.194
C -2.194 -4.314 0.085 -0.236
C -2.271 -4.652 -1.294 -0.021
C -3.415 -5.280 -1.756 -0.099
C -4.612 -5.309 -0.945 -0.096
C -4.536 -5.011 0.417 -0.056
C -3.382 -4.423 0.912 -0.183
N -2.967 -3.957 2.160 0.154
H 0.206 -3.469 3.005 0.111
H -1.208 -3.341 4.053 0.114
H -0.286 -1.209 2.212 0.101
H -2.746 -1.524 3.475 0.094
H -1.939 -0.529 4.536 0.132
H -0.875 3.578 0.447 0.078
H -2.873 4.923 -0.426 0.081
H -5.105 4.349 0.180 0.095
H -5.619 2.541 1.771 0.099
H -4.072 0.463 3.399 0.195
H -1.410 -4.440 -1.928 0.110
H -3.503 -5.788 -2.712 0.089
H -5.533 -5.713 -1.376 0.090
H -5.357 -5.208 1.040 0.080
H -3.586 -3.793 2.933 0.148
C 1.892 -0.644 -3.438 -0.183
Si 1.019 0.644 -2.274 0.603
C -0.773 0.134 -2.139 -0.193
C 1.036 2.224 -3.312 -0.232
C 0.648 3.418 -2.789 -0.099
C 0.647 4.611 -3.581 -0.080
C 0.857 4.541 -4.955 -0.116
C 1.185 3.321 -5.537 -0.091
C 1.214 2.147 -4.741 -0.056
H 1.747 -0.432 -4.505 -0.011
H 1.718 -1.711 -3.176 0.027
H 2.986 -0.486 -3.267 0.033
H -1.355 1.051 -1.968 0.017
H -0.969 -0.588 -1.383 -0.005
H -1.072 -0.295 -3.168 0.056
H 0.384 3.554 -1.729 0.084
H 0.517 5.550 -3.146 0.069
H 0.711 5.465 -5.547 0.100
H 1.410 3.276 -6.536 0.060
H 1.303 1.204 -5.214 0.055
C 3.316 -2.370 3.766 -0.180
C 3.619 -1.066 3.512 -0.177
C 3.173 -0.407 2.388 -0.078
C 2.560 -1.155 1.304 -0.254
C 2.471 -2.596 1.487 -0.111
C 2.746 -3.154 2.726 -0.170
C 1.864 -0.715 0.103 -0.249
C 1.855 0.605 -0.511 -0.414
C 2.984 1.579 -0.279 -0.267
C 4.335 1.217 -0.457 -0.053
C 5.324 2.195 -0.549 -0.118
C 5.009 3.555 -0.443 -0.141
C 3.704 3.928 -0.091 -0.104
C 2.685 2.942 0.051 -0.064
H 3.545 -2.882 4.684 0.061
H 4.248 -0.458 4.157 0.089
H 3.143 0.696 2.263 0.094
H 2.080 -3.221 0.655 0.097
H 2.560 -4.257 2.910 0.099
H 1.431 -1.580 -0.432 0.068
H 4.579 0.210 -0.706 0.102
H 6.406 1.941 -0.676 0.100
H 5.795 4.359 -0.500 0.095
H 3.491 4.915 0.171 0.062
H 1.715 3.251 0.385 0.053
```


> What is the formula in the first record?

C52H44IN7O2P2SSr


> Look up the total charge of the first one.

-2